Entry 1:
# CH3N4Si

The ion CH3N4Si with charge -1 in a non-equilibrium geometry (ωB97M-V/def2-TZVPD, the Open Molecules 2025 dataset).

Each line ends with the Mulliken charge.
Cartesian coordinates (Å):
C  0.259  -0.196  0.001  0.255
N  2.522  0.593  -0.001  -0.094
N  1.561  1.330  -0.004  -0.271
N  1.136  -1.097  0.000  -0.193
N  2.424  -0.711  -0.003  -0.514
Si  -1.547  -0.029  0.013  0.240
H  -2.347  -1.282  0.106  -0.155
H  -2.012  0.578  -1.256  -0.135
H  -1.997  0.814  1.144  -0.134

- Energy relative to the best compared isomer or geometry (same formula, charge and spin): 235.4 kJ/mol
- HOMO energy: -3.71 eV
- Molar mass: 99.1 g/mol
- Net charge: -1
- LUMO level: 3.9 eV
- Frontier orbital gap: 7.58 eV



Entry 2:
# C4H10NO

A cluster of 2 separate species, C4H10NO in total in a non-equilibrium geometry (ωB97M-V/def2-TZVPD, the Open Molecules 2025 dataset).

Each line ends with the Mulliken charge.
Cartesian coordinates (Å):
C  -0.948  1.388  0.181  -0.984
C  -0.985  -0.080  0.276  0.682
C  -1.928  -0.876  0.815  -0.877
C  -0.073  -1.563  -1.433  -0.108
N  0.109  -0.543  -0.603  0.049
H  -1.275  1.881  -0.724  0.311
H  -1.746  1.768  0.985  0.311
H  0.012  1.906  0.652  0.230
H  -1.945  -1.955  0.699  0.277
H  -2.552  -0.492  1.604  0.291
H  0.772  -1.722  -2.195  0.261
H  -0.977  -2.183  -1.654  0.301
H  1.005  -0.162  -0.264  0.259
H  3.480  0.867  1.148  0.286
H  2.844  2.005  0.707  0.312
O  2.903  1.084  0.528  -0.600

- Energy relative to the best compared isomer or geometry (same formula, charge and spin): 266.9 kJ/mol
- HOMO energy: -14.47 eV
- Molar mass: 88.1 g/mol
- Net charge: +1
- LUMO level: -5.5 eV
- Frontier orbital gap: 8.94 eV



Entry 3:
# C28H30BF12NO4ReS

A structure of composition C28H30BF12NO4ReS in a non-equilibrium geometry (ωB97M-V/def2-TZVPD, the Open Molecules 2025 dataset).

Each line ends with the Mulliken charge.
Cartesian coordinates (Å):
Re  -0.341  -1.010  -1.060  1.854
C  4.556  4.116  -0.034  -1.642
C  3.314  3.391  -0.390  0.370
C  2.046  3.952  -0.155  -1.129
C  0.919  3.236  -0.423  0.043
C  0.978  1.898  -0.950  0.565
N  -0.186  1.221  -1.087  0.102
C  -1.283  1.931  -1.484  0.049
C  -1.095  3.014  -2.412  -0.052
C  -2.140  3.760  -2.867  -1.252
C  -3.440  3.503  -2.409  0.504
C  -4.598  4.307  -2.863  -1.536
C  -3.648  2.398  -1.528  -0.655
C  -2.635  1.600  -1.101  -0.665
C  -2.902  0.422  -0.186  1.510
O  -1.987  -0.614  -0.550  0.662
C  -4.314  -0.225  -0.357  0.308
F  -5.239  0.540  0.196  -0.211
F  -4.565  -0.371  -1.661  -0.220
F  -4.321  -1.422  0.204  -0.148
C  -2.635  0.809  1.314  0.442
F  -3.043  -0.125  2.145  -0.218
F  -3.252  1.953  1.562  -0.256
F  -1.313  0.985  1.479  -0.075
C  2.279  1.324  -1.189  -1.080
C  3.384  2.075  -0.942  -0.416
C  2.437  0.003  -1.910  1.383
O  1.303  -0.823  -1.652  -1.066
C  3.690  -0.829  -1.457  0.523
F  3.899  -0.660  -0.161  -0.189
F  4.752  -0.430  -2.141  -0.224
F  3.473  -2.117  -1.695  -0.221
C  2.433  0.233  -3.455  0.591
F  2.618  -0.905  -4.094  -0.212
F  1.215  0.721  -3.781  -0.151
F  3.345  1.115  -3.798  -0.205
H  4.405  5.191  0.028  0.437
H  4.884  3.775  0.959  0.354
H  5.373  3.884  -0.717  0.423
H  1.970  4.941  0.282  0.510
H  -0.045  3.632  -0.132  0.654
H  -0.105  3.172  -2.820  0.683
H  -1.972  4.533  -3.607  0.488
H  -4.301  5.224  -3.365  0.419
H  -5.198  3.713  -3.567  0.369
H  -5.268  4.534  -2.030  0.422
H  -4.661  2.217  -1.196  0.761
H  4.366  1.692  -1.188  0.672
C  -1.078  -2.300  4.008  -1.803
C  -0.065  -2.669  2.952  1.595
C  0.229  -4.155  2.992  -1.873
O  -0.705  -2.409  1.614  0.154
B  0.203  -1.707  0.910  -1.568
O  1.365  -1.365  1.488  0.293
C  1.233  -1.757  2.928  1.483
C  2.507  -2.468  3.322  -1.890
C  1.079  -0.455  3.692  -1.856
H  -1.966  -2.920  3.886  0.426
H  -1.379  -1.254  3.955  0.354
H  -0.666  -2.492  5.000  0.408
H  -0.703  -4.711  2.879  0.430
H  0.668  -4.434  3.949  0.472
H  0.923  -4.458  2.205  0.257
H  2.749  -3.289  2.648  0.349
H  2.416  -2.864  4.336  0.406
H  3.337  -1.762  3.316  0.424
H  0.220  0.123  3.339  0.116
H  1.980  0.145  3.557  0.477
H  0.955  -0.646  4.759  0.424
C  -2.090  -3.923  -1.087  -0.702
S  -0.548  -3.345  -1.830  0.086
C  0.661  -4.403  -1.019  -0.398
H  -2.025  -3.857  -0.003  0.147
H  -2.226  -4.950  -1.420  0.517
H  -2.906  -3.313  -1.472  0.285
H  0.532  -5.398  -1.443  0.552
H  0.493  -4.415  0.055  -0.088
H  1.656  -4.033  -1.263  0.250

- Energy relative to the best compared isomer or geometry (same formula, charge and spin): 64.7 kJ/mol
- HOMO energy (alpha / beta): -18.01 / -18.04 eV
- Molar mass: 901.6 g/mol
- Net charge: +3
- LUMO level (alpha / beta): -12.2 / -12.2 eV
- Frontier orbital gap (alpha / beta): 5.82 / 5.83 eV



What is the formula in the second record? C4H10NO